# 1
Below is a cluster of 3 separate species, C19H49ClN6O5P2S in total at a distorted geometry, with properties calculated with wB97M-V/def2-TZVPD.

Atoms and positions in Å:
Cl 1.402 0.000 -3.738
S 5.230 1.899 -4.826
P -0.303 -3.247 -0.006
P -2.992 2.728 1.720
O 3.892 2.835 -4.492
O -1.811 3.557 1.184
O 0.138 -1.799 0.281
O 4.783 0.887 -5.838
O 6.343 2.676 -5.446
N -2.017 1.368 2.127
N -0.095 -3.805 1.584
N -3.433 3.831 2.933
N 0.944 -3.523 -1.158
N -0.984 -4.819 -0.414
N -4.420 1.782 2.135
C -0.836 1.157 1.275
C 5.883 1.058 -3.320
C 2.077 -4.424 -1.052
C -5.075 1.577 3.408
C -0.677 -6.138 0.095
C -4.796 0.788 1.128
C 5.690 1.944 -2.015
C -1.122 -3.416 2.539
C -1.715 0.851 3.449
C -1.711 -4.847 -1.685
C 4.772 3.225 -2.256
C 3.507 2.732 -3.102
C 2.191 3.517 -2.766
C 0.694 1.350 -2.695
C 1.012 -4.475 2.221
C -3.094 3.892 4.334
C 1.367 -2.334 -1.914
C 0.958 2.743 -3.407
C -4.140 5.024 2.489
H -4.532 1.140 0.128
H -1.259 1.605 4.100
H 0.037 3.361 -3.271
H -5.723 2.427 3.648
H 0.652 -5.343 2.788
H 1.209 2.543 -4.476
H 6.669 2.331 -1.625
H -3.998 4.061 4.933
H 2.108 3.547 -1.642
H -2.589 0.408 3.924
H 0.518 -1.697 -2.137
H 2.188 4.580 -3.113
H 0.011 1.770 1.607
H -5.719 0.695 3.389
H 1.549 -3.816 2.915
H -1.487 -2.404 2.336
H 2.109 -1.750 -1.356
H -2.180 -3.879 -1.877
H -4.024 5.859 3.183
H -0.756 -3.416 3.568
H -5.213 4.817 2.382
H 5.231 0.148 -3.181
H -1.979 -4.101 2.483
H 1.741 -4.870 1.519
H 1.773 -5.469 -1.086
H 4.461 3.703 -1.287
H -5.874 0.607 1.119
H 5.350 3.958 -2.879
H -1.000 0.025 3.399
H -1.029 -6.919 -0.582
H 0.386 -6.318 0.241
H 2.748 -4.322 -1.908
H -0.390 1.164 -2.482
H 3.336 1.668 -2.763
H 6.921 0.667 -3.456
H -4.388 1.434 4.240
H -3.766 5.366 1.520
H 1.261 1.280 -1.725
H -0.528 0.109 1.281
H -2.517 -5.586 -1.675
H 2.689 -4.226 -0.165
H 1.799 -2.613 -2.878
H 5.148 1.332 -1.242
H -2.661 2.972 4.714
H -2.387 4.702 4.552
H -1.040 -5.069 -2.522
H -1.057 1.400 0.236
H -4.279 -0.164 1.297
H -1.183 -6.308 1.051

## Properties
- Multiplicity: 1
- Structure (SMILES): O=S1(=O)CCC[C@@H](CCCCl)O1.CN(C)P(=O)(N(C)C)N(C)C.CN(C)P(=O)(N(C)C)N(C)C
- Frontier orbital gap: 7.1 eV
- LUMO level: -0.849 eV
- E_tot: -2998.86161 Eh

***

# 2
Below is a cluster of 6 separate species, C19H49NO11 in total at a distorted geometry, with properties calculated with wB97M-V/def2-TZVPD.

Atoms and positions in Å:
O -2.014 4.637 -0.067
O -1.411 2.186 -1.676
O 0.012 0.572 0.156
O 0.553 5.014 -0.622
O -2.196 1.884 1.650
O -5.901 0.338 -2.032
O 2.165 2.013 -0.808
O -6.766 -2.642 -1.742
O 0.169 -4.581 3.529
O 4.485 3.398 -1.790
O 1.592 7.407 -1.906
N 1.013 -4.274 2.535
C 2.534 -2.983 4.125
C 2.487 -3.236 0.295
C 0.464 -4.719 1.219
C 0.097 -6.135 1.219
C 1.784 -3.006 2.775
C -2.156 4.512 1.292
C 0.943 -1.642 2.516
C -0.801 -3.934 0.798
C 3.404 1.325 -1.138
C -1.334 3.088 1.701
C -0.567 -0.061 -1.049
C 1.644 -4.526 0.156
C -0.593 1.087 -2.048
C 4.100 2.104 -2.309
C -5.216 -0.809 -1.524
C -5.556 -2.112 -2.191
C 0.638 6.585 -2.425
C 2.900 -2.966 1.702
C 0.818 5.131 -1.988
H -7.358 -2.042 -2.202
H 4.072 1.352 -0.276
H 3.293 -1.949 1.722
H 1.738 7.262 -0.968
H 1.960 -2.402 -0.169
H 2.391 2.936 -0.946
H -0.893 3.087 2.698
H 0.929 0.812 0.004
H 1.067 -6.632 1.237
H -4.158 -0.565 -1.427
H -1.706 1.155 1.263
H -4.874 -2.951 -2.054
H -1.560 -0.369 -0.721
H -0.417 -6.430 2.134
H 0.391 1.450 -2.344
H -3.213 4.523 1.560
H 4.926 1.414 -2.479
H -1.136 2.643 -0.877
H -5.631 -2.097 -3.279
H -2.704 4.184 -0.558
H 3.420 2.106 -3.160
H -1.756 5.344 1.872
H 0.212 -1.689 3.324
H -0.646 -4.084 3.423
H -0.512 2.919 1.005
H -0.042 -0.998 -1.230
H 2.347 -5.339 0.338
H 0.501 -1.355 1.562
H 0.096 4.398 -2.348
H -5.421 -0.860 -0.455
H 1.923 -3.412 4.919
H 3.781 -3.599 1.807
H 2.798 -1.988 4.486
H -0.398 -6.601 0.368
H 1.608 -0.798 2.699
H 3.417 -3.223 -0.274
H -5.738 1.073 -1.438
H 4.816 4.048 -2.415
H -0.332 6.996 -2.144
H -1.024 -3.977 -0.268
H -1.190 0.773 -2.904
H 1.802 4.722 -2.215
H 1.275 -4.802 -0.832
H 3.487 -3.503 4.032
H -0.720 -2.887 1.090
H 3.290 0.268 -1.374
H -1.666 -4.218 1.397
H 0.649 6.614 -3.514
H -0.386 5.033 -0.422

## Properties
- Multiplicity: 2
- ⟨S²⟩: 0.75
- Frontier orbital gap (alpha / beta): 8.7 / 4.2 eV
- Net charge: +1
- LUMO level (alpha / beta): -2.573 / -7.073 eV
- E_tot: -1635.19729 Eh

***

# 3
Below is a structure of composition C19H50BaF3NO25P5 at a distorted geometry, with properties calculated with wB97M-V/def2-TZVPD.

Atoms and positions in Å:
Ba -38.329 -0.417 19.259
P -37.308 -3.256 16.619
P -34.965 -0.976 21.644
P -40.230 -9.343 23.640
P -41.597 -2.692 18.156
P -37.693 3.226 20.608
F -36.530 -1.834 28.161
F -37.654 -3.679 28.223
F -36.053 -3.440 26.793
O -35.431 0.105 22.664
O -37.956 -2.243 17.473
O -38.800 4.016 19.845
O -37.350 1.959 19.938
O -38.409 -3.801 22.437
O -40.594 -1.641 18.414
O -37.371 -4.719 17.143
O -40.213 -10.133 22.412
O -39.391 -9.905 24.840
O -38.309 3.042 22.046
O -38.239 -3.043 20.413
O -41.555 -3.373 16.752
O -37.870 -3.352 15.158
O -39.721 -7.862 23.519
O -36.529 4.252 20.817
O -43.077 -2.163 18.302
O -35.927 -1.178 20.561
O -33.516 -0.543 21.179
O -41.467 -3.966 19.042
O -37.683 -1.303 25.663
O -41.645 -9.143 24.294
O -34.661 -2.221 22.546
O -39.139 -2.886 26.294
O -38.693 -1.696 22.038
O -35.776 -3.009 16.395
N -38.428 -2.870 21.642
C -41.604 -3.824 20.468
C -40.017 -2.525 25.208
C -39.778 -7.251 22.202
C -33.289 0.111 19.943
C -34.946 -2.764 17.538
C -39.142 5.343 20.285
C -41.772 -2.572 15.582
C -34.952 -3.549 22.088
C -43.434 -0.880 18.833
C -37.069 -2.813 27.421
C -38.425 -10.945 24.590
C -38.009 -2.219 26.349
C -38.098 -2.171 14.402
C -41.007 -3.656 25.045
C -34.564 0.478 23.755
C -42.542 -10.256 24.341
C -35.162 3.815 20.944
C -38.651 -5.226 17.574
C -38.230 1.801 22.776
H -43.787 -1.031 19.848
H -42.260 -4.614 20.827
H -38.525 -6.286 17.768
H -38.713 -2.396 13.527
H -42.405 -10.809 25.268
H -42.629 -0.154 18.739
H -33.785 -0.264 23.921
H -38.800 -11.868 25.027
H -40.154 5.545 19.955
H -34.053 -4.019 21.684
H -38.994 5.455 21.357
H -40.818 -2.349 15.098
H -39.319 -6.275 22.350
H -42.343 -3.185 14.890
H -34.106 -0.062 19.239
H -32.388 -0.290 19.484
H -38.514 6.105 19.811
H -41.888 -3.394 24.470
H -43.542 -9.865 24.194
H -37.678 1.028 22.247
H -44.241 -0.466 18.225
H -34.531 4.674 20.740
H -37.466 -10.678 25.026
H -38.286 -11.093 23.519
H -40.484 -4.450 24.493
H -39.244 1.446 22.948
H -38.647 -1.403 14.952
H -42.281 -1.637 15.805
H -41.219 -4.132 26.001
H -35.775 -3.573 21.374
H -34.939 3.052 20.198
H -40.625 -3.915 20.934
H -39.416 -2.403 24.307
H -38.960 -4.734 18.497
H -34.782 -1.689 17.623
H -37.724 1.986 23.718
H -34.964 3.430 21.943
H -35.268 -4.182 22.918
H -35.174 0.493 24.657
H -34.143 1.461 23.563
H -39.439 -5.093 16.832
H -37.167 -1.769 13.998
H -35.372 -3.120 18.478
H -40.821 -7.145 21.907
H -33.178 1.185 20.090
H -39.218 -7.797 21.447
H -40.491 -1.556 25.379
H -42.338 -10.948 23.517
H -42.048 -2.873 20.772
H -33.996 -3.268 17.385

## Properties
- Multiplicity: 1
- Frontier orbital gap: 9.0 eV
- Net charge: +1
- LUMO level: -2.530 eV
- E_tot: -4721.93305 Eh

***

# 4
Below is a structure of composition C19H51F3O10Y at a distorted geometry, with properties calculated with wB97M-V/def2-TZVPD.

Atoms and positions in Å:
Y 6.992 -7.004 35.929
F 4.414 -9.965 28.635
F 3.942 -10.343 30.658
F 5.821 -10.759 29.828
O 3.183 -1.304 38.088
O 5.489 -10.921 36.750
O -3.178 -12.064 31.579
O 4.260 -7.561 30.626
O 3.671 -5.459 42.734
O 7.034 -3.398 33.520
O 2.654 -6.219 36.691
O 6.074 -8.436 31.586
O 8.068 -3.417 38.127
O -3.510 -0.140 34.558
C 4.297 -11.684 36.886
C 6.679 -1.051 33.395
C -3.109 -2.012 33.195
C 1.257 -6.299 36.615
C 2.065 -0.595 37.545
C 3.322 -5.987 43.953
C 4.885 -9.885 29.893
C 2.032 -6.931 43.736
C 10.310 -2.357 38.711
C 8.880 -2.813 39.131
C -2.248 -11.429 32.435
C 2.424 0.841 37.217
C -3.109 -0.424 33.224
C 6.005 -2.464 33.168
C -0.857 -11.832 32.257
C 3.651 -11.672 38.270
C 2.174 -6.750 30.108
C 3.564 -7.012 29.507
C 5.328 -8.430 30.421
H 8.321 -1.980 39.556
H -0.820 -12.860 32.617
H 1.546 -6.367 29.303
H -3.865 0.054 32.601
H 10.895 -3.212 38.374
H 1.613 -7.561 30.573
H -2.388 -2.580 33.785
H 2.529 1.318 38.192
H 10.357 -1.565 37.964
H 1.826 -7.487 44.651
H 1.618 1.307 36.649
H 5.992 -7.981 29.683
H 5.996 -0.378 32.876
H 6.168 -11.432 36.305
H 4.384 -11.796 39.067
H 2.327 -7.755 43.086
H 7.733 -3.307 32.868
H 3.583 -11.361 36.129
H 6.667 -0.803 34.456
H 4.004 -6.099 29.107
H 4.720 -12.652 36.615
H 2.883 -5.009 42.422
H 8.935 -3.524 39.956
H 0.892 -7.326 36.580
H -2.876 -12.974 31.623
H 3.141 -10.764 38.589
H 0.834 -5.918 37.545
H -0.251 -11.322 33.006
H 3.364 0.848 36.665
H 7.169 -3.084 38.171
H 4.217 -6.417 44.403
H 0.940 -5.704 35.759
H 7.635 -1.033 32.872
H 3.144 -5.157 44.636
H 5.055 -2.627 33.678
H 2.973 -12.499 38.481
H 1.189 -0.680 38.188
H 2.984 -2.238 37.990
H 1.122 -6.499 43.318
H -2.791 -2.299 32.193
H -2.114 -0.012 33.055
H -4.105 -2.450 33.266
H -2.274 -10.360 32.226
H -2.619 -11.575 33.450
H 2.350 -5.891 30.756
H 10.737 -1.895 39.601
H 1.912 -1.162 36.627
H 5.978 -2.557 32.082
H -4.469 -0.160 34.595
H -0.560 -11.912 31.212
H 3.473 -7.660 28.635

## Properties
- Energy above the lowest of the compared OMol25 structures with the same formula, charge and spin: 433.4 kcal/mol
- Multiplicity: 1
- Frontier orbital gap: 2.2 eV
- Net charge: +1
- LUMO level: -8.122 eV
- E_tot: -1843.95964 Eh

***

# 5
Below is a cluster of 6 separate species, C19H52B3NO14P in total at a distorted geometry, with properties calculated with wB97M-V/def2-TZVPD.

Atoms and positions in Å:
P -1.139 -1.355 -1.590
O -0.598 -1.177 1.302
O 4.585 -3.042 0.578
O -4.281 2.855 -2.490
O -2.338 -0.026 0.374
O -1.477 2.305 -0.909
O 3.103 3.672 3.763
O 0.271 -5.339 -0.372
O -2.871 -0.234 4.139
O 0.067 -0.479 -1.975
O -2.487 -0.708 -2.450
O -0.937 -4.147 1.236
O 0.222 -1.403 -8.332
O 1.573 0.678 -4.393
O -0.876 -2.900 -2.248
N 0.592 2.415 0.542
C 1.411 -3.363 0.444
C -1.634 0.896 1.271
C 0.644 0.463 -5.442
C -1.484 -2.429 3.843
C -0.035 2.028 5.259
C -2.817 1.833 1.805
C 1.787 0.193 2.467
C -2.179 -4.013 0.500
C 0.167 -4.371 0.395
C 1.564 1.815 -0.442
C 0.667 3.890 0.322
C -0.884 -0.113 2.270
C 3.957 4.393 2.887
C -3.429 3.577 -3.360
C -2.755 -2.523 0.418
C 0.354 0.394 3.151
C 0.231 1.899 3.670
C -0.938 -2.209 -8.185
C 5.513 -3.918 -0.044
B -1.627 -1.335 0.279
B -0.788 1.878 0.299
B -1.791 -0.875 3.413
H -3.852 1.360 1.681
H -3.447 -2.383 1.327
H -3.297 -0.793 -1.911
H 1.064 0.852 -6.370
H 2.490 -0.173 3.301
H 1.174 0.323 -3.585
H 3.557 3.601 4.611
H -3.232 4.569 -2.943
H 6.441 -3.382 -0.262
H -2.815 2.882 1.350
H 1.194 -2.376 -0.072
H 0.454 -0.607 -5.553
H -1.492 -2.238 -9.128
H 0.163 4.504 1.131
H -0.578 2.512 3.166
H 1.304 2.030 -1.526
H 4.989 -2.734 1.397
H -3.725 -0.362 3.688
H -2.490 3.034 -3.491
H 2.637 2.118 -0.171
H 1.778 -3.162 1.497
H 0.262 1.109 5.846
H -2.961 -4.636 1.064
H 4.900 3.854 2.763
H -3.819 2.775 -1.644
H 4.149 5.390 3.294
H 3.466 4.487 1.919
H 0.764 -1.806 -9.020
H -2.100 -4.514 -0.527
H -0.369 -2.775 -3.082
H -3.920 3.685 -4.328
H 2.286 -3.842 -0.111
H 1.822 -0.601 1.663
H -2.188 -3.072 3.223
H -1.657 -2.616 4.949
H -3.447 -2.499 -0.499
H 5.081 -4.282 -0.976
H -0.839 2.370 -1.644
H 0.533 2.964 5.605
H -0.428 -2.722 3.513
H -1.570 -1.776 -7.410
H -0.290 0.988 -5.220
H 5.720 -4.767 0.614
H -0.651 -3.222 -7.892
H -2.690 1.984 2.931
H 2.243 1.182 2.122
H 0.366 -0.265 4.094
H 1.528 0.687 -0.247
H 1.208 2.467 3.482
H 1.786 4.152 0.319
H 0.296 4.193 -0.723
H -1.140 2.306 5.390

## Properties
- Multiplicity: 1
- Frontier orbital gap: 7.5 eV
- Net charge: -1
- LUMO level: 2.321 eV
- E_tot: -2279.30703 Eh

***

> Which of these has the highest E_tot?

C19H49NO11

***

> Which of these has the highest multiplicity?

C19H49NO11

***

> Among the records above, which one has the highest E_tot?

C19H49NO11